[1]
45
Properties=species:S:1:pos:R:3:forces:R:3:lowdin_charge:R:1 method="wB97M-V/def2-TZVPD" e_lumo_ev=-2.849 homo_ev=-12.6 gap_ev=9.780 charge=+1 energy_ev=-47915.517 relative_energy_kcal_mol=2.2
Ba 1.004 0.243 -0.280 1.234 -0.464 -0.306 2.131
N 0.429 -1.693 -2.243 -0.103 -0.045 -0.108 -0.104
C 0.205 -2.874 -1.396 0.029 -0.210 0.055 -0.272
C 1.501 -3.361 -0.769 0.001 -0.035 -0.102 -0.215
N 2.156 -2.397 0.132 0.013 -0.022 0.002 -0.152
C 2.098 -2.731 1.567 0.070 -0.019 0.056 -0.213
C 1.210 -1.826 2.402 -0.018 -0.216 0.088 -0.277
N 1.685 -0.436 2.383 -0.021 0.064 0.143 -0.099
H -0.469 -1.387 -2.608 0.031 0.026 -0.067 0.081
H 0.993 -1.949 -3.047 -0.010 0.024 -0.011 0.086
H -0.202 -3.715 -1.967 -0.139 0.044 0.061 0.123
H -0.526 -2.603 -0.628 0.032 -0.023 0.011 0.098
H 2.196 -3.610 -1.576 -0.004 0.002 0.007 0.124
H 1.289 -4.297 -0.244 0.043 -0.005 0.006 0.120
H 3.127 -2.329 -0.135 0.014 -0.041 0.012 0.105
H 3.112 -2.688 1.975 -0.012 0.001 -0.004 0.125
H 1.753 -3.759 1.706 0.036 -0.009 -0.021 0.120
H 1.207 -2.243 3.415 -0.145 0.030 -0.010 0.123
H 0.180 -1.834 2.034 0.027 -0.036 -0.007 0.098
H 2.604 -0.379 2.811 -0.008 0.025 0.004 0.086
H 1.063 0.119 2.965 0.050 0.056 0.004 0.077
F -2.398 -0.855 2.841 -0.006 -0.012 0.000 0.169
C -2.555 0.342 2.265 0.178 -0.065 -0.024 -0.547
F -1.599 1.141 2.777 -0.012 0.006 0.014 0.146
F -3.735 0.829 2.639 -0.057 0.040 -0.031 0.187
C -2.361 0.231 0.716 -0.641 0.017 0.184 -0.346
O -1.098 -0.104 0.446 -1.085 -0.113 0.338 -0.506
C -3.321 -0.862 0.143 0.126 -0.051 -0.013 -0.549
F -2.964 -2.069 0.598 0.007 -0.009 0.002 0.163
F -3.209 -0.910 -1.196 -0.015 0.023 -0.006 0.156
F -4.604 -0.671 0.441 -0.047 0.059 0.046 0.186
C -2.704 1.611 0.063 0.174 -0.098 -0.068 -0.545
F -3.963 2.002 0.212 -0.052 0.002 0.005 0.190
F -2.430 1.587 -1.252 0.004 -0.021 -0.040 0.147
F -1.907 2.574 0.578 0.018 0.041 0.063 0.140
N 0.516 4.791 -2.304 -0.043 -0.049 0.060 0.177
C 1.730 4.446 -1.505 0.125 -0.346 0.086 -0.030
C 1.679 2.901 -1.343 0.033 0.702 -0.203 -0.745
O 0.787 2.334 -2.030 -0.144 0.214 -0.207 -0.158
O 2.474 2.371 -0.567 0.470 0.400 0.150 -0.155
H -0.224 5.195 -1.734 0.008 0.033 -0.012 0.170
H 0.217 3.811 -2.595 -0.090 0.015 -0.084 0.136
H 0.687 5.399 -3.100 0.025 -0.022 -0.017 0.168
H 1.731 4.941 -0.540 -0.058 0.023 -0.012 0.139
H 2.633 4.716 -2.047 -0.039 0.062 -0.045 0.141

[2]
17
Properties=species:S:1:pos:R:3:forces:R:3:lowdin_charge:R:1 method="wB97M-V/def2-TZVPD" e_lumo_ev=1.045 homo_ev=-9.2 gap_ev=10.218 energy_ev=-8427.889 relative_energy_kcal_mol=77.3
O 2.692 -0.235 2.001 0.046 -0.093 -0.610 0.047
C 2.650 -0.389 0.801 -0.032 0.053 0.386 -0.260
C 1.391 -0.241 -0.018 -0.054 0.017 0.014 -0.166
C 0.187 0.053 0.875 -0.010 -0.002 0.036 -0.161
C -1.135 -0.046 0.212 -0.303 0.058 0.098 -0.268
C -1.936 -0.751 -0.849 0.044 -0.240 -0.244 -0.129
C -2.395 0.243 0.174 0.260 0.007 0.238 -0.023
H 3.569 -0.659 0.240 -0.088 0.050 0.030 0.121
H 1.563 0.552 -0.761 -0.022 -0.124 0.137 0.106
H 1.247 -1.160 -0.605 0.028 0.101 0.124 0.127
H 0.300 1.038 1.339 -0.050 -0.118 -0.037 0.128
H 0.198 -0.665 1.703 0.006 0.062 -0.043 0.128
H -0.260 1.905 -1.792 0.006 0.092 -0.086 0.064
H -1.838 -0.452 -1.897 0.023 0.008 0.140 0.067
H -2.181 -1.809 -0.726 0.009 0.110 -0.010 0.076
H -0.813 1.855 -1.298 0.063 0.055 -0.072 0.049
H -3.240 0.760 0.599 0.075 -0.037 -0.101 0.096

[3]
74
Properties=species:S:1:pos:R:3:forces:R:3:lowdin_charge:R:1 method="wB97M-V/def2-TZVPD" e_lumo_ev=2.076 homo_ev=-3.8 gap_ev=5.838 charge=-1 energy_ev=-55155.764 relative_energy_kcal_mol=10.0
Rb 0.085 -0.510 -0.399 0.721 0.767 0.063 0.937
C -0.368 2.875 2.924 -0.029 0.101 -0.078 -0.073
C 0.147 3.806 1.831 -0.087 -0.166 0.190 -0.250
N 0.430 3.085 0.596 0.113 -0.018 -0.139 -0.183
C 1.817 3.198 0.177 0.013 -0.015 0.152 -0.263
C 2.769 2.447 1.103 -0.102 0.110 -0.152 -0.076
C -0.502 3.411 -0.471 -0.211 -0.076 0.068 -0.206
C -1.957 3.002 -0.215 0.051 -0.118 0.025 -0.254
N -2.048 1.605 0.125 0.309 -0.081 0.065 -0.016
C -3.166 0.944 -0.049 -0.183 0.054 -0.037 -0.237
C -3.184 -0.459 0.249 -0.231 0.040 -0.030 -0.173
F -2.067 -0.994 0.839 -0.814 -0.186 -0.091 -0.144
C -4.232 -1.293 -0.021 -0.095 0.024 0.023 -0.247
F -4.109 -2.608 0.264 0.048 -0.056 0.023 0.064
C -5.424 -0.834 -0.562 -0.032 -0.006 0.028 0.012
C -5.498 0.537 -0.758 0.064 -0.215 0.078 -0.248
F -6.661 1.053 -1.213 -0.044 0.109 -0.047 0.058
C -4.458 1.393 -0.497 0.077 -0.015 -0.003 -0.141
F -4.699 2.726 -0.657 0.045 0.025 -0.026 0.037
H -0.749 3.445 3.777 0.020 -0.036 0.030 0.072
H 0.430 2.216 3.271 0.000 -0.043 -0.010 0.056
H -1.165 2.252 2.515 -0.014 0.005 0.021 0.060
H 1.055 4.312 2.180 -0.017 0.054 -0.039 0.105
H -0.596 4.591 1.644 0.035 0.018 -0.037 0.107
H 2.132 4.257 0.112 0.001 -0.016 -0.093 0.115
H 1.901 2.770 -0.824 -0.008 0.045 -0.021 0.115
H 2.758 2.863 2.113 0.013 -0.018 0.006 0.065
H 3.785 2.515 0.711 0.037 -0.021 0.080 0.076
H 2.493 1.394 1.152 0.038 -0.063 0.042 0.049
H -0.171 2.890 -1.373 0.069 0.008 0.008 0.094
H -0.494 4.498 -0.685 0.042 -0.012 -0.080 0.120
H -2.495 3.243 -1.141 -0.020 0.134 0.053 0.109
H -2.388 3.636 0.576 0.012 0.078 -0.058 0.107
H -6.242 -1.496 -0.797 0.001 0.008 0.007 0.113
O 0.948 -2.405 -1.823 0.128 -0.438 -0.376 -0.306
C 1.214 -2.881 -2.969 -0.035 -0.079 -0.131 -0.410
C 1.924 -4.120 -3.106 0.016 0.012 0.050 -0.035
C 2.230 -4.681 -4.320 -0.011 0.031 -0.025 -0.131
C 1.844 -4.057 -5.509 0.016 -0.088 -0.099 -0.147
C 1.148 -2.867 -5.426 0.016 0.061 0.057 -0.083
C 0.823 -2.259 -4.209 0.133 -0.208 0.041 -0.093
C 0.099 -0.990 -4.234 -0.135 0.259 -0.021 -0.284
N 0.065 -0.028 -3.326 0.116 -0.082 0.071 0.042
C -0.696 0.984 -3.855 -0.078 0.040 -0.094 -0.160
C -1.143 0.648 -5.094 0.013 0.059 0.004 -0.110
N -0.635 -0.608 -5.326 0.058 -0.038 0.086 0.083
H 2.222 -4.611 -2.186 -0.021 0.009 0.003 0.093
H 2.779 -5.616 -4.359 -0.002 0.002 0.028 0.089
H 2.100 -4.486 -6.469 -0.034 0.018 -0.002 0.079
H 0.875 -2.376 -6.356 0.031 0.041 -0.001 0.092
H -0.878 1.897 -3.311 -0.035 -0.027 0.010 0.083
H -1.750 1.171 -5.812 -0.027 -0.029 0.018 0.096
H -0.813 -1.179 -6.129 -0.020 -0.043 -0.023 0.134
C 2.625 -3.403 0.736 0.080 0.126 -0.203 0.010
C 2.929 -2.131 1.481 -0.028 -0.178 0.010 -0.542
O 3.138 -1.066 0.928 -0.078 0.072 -0.044 0.027
N 2.996 -2.252 2.845 0.182 0.113 0.185 0.046
C 2.901 -1.068 3.663 -0.118 0.014 -0.100 -0.125
C 1.460 -0.736 4.012 -0.058 0.027 0.072 -0.260
C 1.138 -0.027 5.165 -0.013 -0.060 -0.033 -0.039
C -0.194 0.253 5.424 0.051 0.003 -0.035 -0.080
C -1.157 -0.161 4.519 0.039 0.071 0.133 -0.061
C -0.744 -0.859 3.394 -0.096 -0.069 0.086 -0.111
N 0.531 -1.151 3.152 0.123 0.020 -0.104 0.136
H 2.273 -3.140 -0.265 -0.095 -0.043 0.079 0.048
H 1.867 -3.994 1.250 0.012 -0.014 0.003 0.087
H 3.536 -3.997 0.640 0.031 -0.018 0.066 0.089
H 2.613 -3.091 3.246 -0.074 -0.061 -0.121 0.131
H 3.314 -0.249 3.071 0.049 0.001 0.060 0.120
H 3.503 -1.182 4.566 -0.045 0.046 0.027 0.118
H 1.917 0.292 5.846 0.018 -0.019 0.001 0.108
H -0.470 0.792 6.322 -0.030 0.027 -0.015 0.105
H -2.203 0.064 4.676 -0.015 -0.047 -0.043 0.108
H -1.456 -1.198 2.649 0.117 0.072 0.360 0.095